Computed, not measured: a structure of composition C4H2LiO5, with wB97M-V/def2-TZVPD.

Computed properties:
max |F|	4.8	eV/Å
Kohn-Sham gap	8.861	eV
charge	+1
E_HOMO	-14.1	eV

```
12
C4H2LiO5 (wB97M-V/def2-TZVPD)
C -0.992 1.054 3.353
O -0.323 1.762 3.963
O -1.695 0.448 2.650
O -1.839 -0.609 -0.782
C -0.824 -0.500 -1.421
O 0.337 -0.304 -0.787
Li -2.424 -0.400 1.010
H -0.773 -0.478 -2.520
O 1.620 0.512 -2.651
C 1.552 0.130 -1.518
C 2.318 -0.946 -1.038
H 3.044 -0.669 -0.257
```

=====

Computed, not measured: a cluster of 12 separate species, C61H157N11O19 in total, with wB97M-V/def2-TZVPD.

Computed properties:
max |F|	3.2	eV/Å
Kohn-Sham gap	9.020	eV
E_HOMO	-8.4	eV

```
248
C61H157N11O19 (wB97M-V/def2-TZVPD)
C -17.923 1.530 1.490
C -18.390 1.355 2.962
C -17.233 1.397 3.952
O -19.220 2.465 3.270
H -17.315 0.692 1.149
H -17.331 2.445 1.534
H -18.624 1.654 0.664
H -18.988 0.452 3.088
H -16.792 2.392 3.894
H -16.543 0.566 3.799
H -17.663 1.302 4.949
H -19.233 2.601 4.220
C -25.841 6.492 6.942
O -26.035 6.980 5.640
C -26.857 6.152 4.840
C -27.269 6.829 3.532
N -27.865 5.923 2.539
C -27.313 6.187 1.178
C -26.027 5.305 1.091
O -24.900 5.983 1.609
C -23.731 5.106 1.502
H -25.068 7.168 7.304
H -25.353 5.519 7.007
H -26.803 6.587 7.447
H -27.803 5.908 5.323
H -26.301 5.227 4.689
H -26.409 7.403 3.189
H -27.967 7.658 3.643
H -28.859 6.083 2.621
H -27.114 7.225 0.913
H -28.038 5.835 0.444
H -25.826 5.157 0.030
H -26.173 4.312 1.516
H -22.863 5.514 2.022
H -23.487 4.978 0.448
H -23.880 4.181 2.059
C -18.952 4.151 -11.026
O -19.782 5.336 -10.823
C -21.117 5.001 -10.517
C -21.312 4.324 -9.130
N -22.711 4.307 -8.850
C -23.100 3.345 -7.838
C -22.723 3.880 -6.439
O -23.160 2.994 -5.409
C -22.378 1.814 -5.296
H -18.685 3.725 -10.059
H -18.052 4.511 -11.525
H -19.385 3.374 -11.657
H -21.591 4.515 -11.369
H -21.542 6.004 -10.472
H -20.867 4.947 -8.354
H -20.875 3.337 -9.283
H -23.285 4.307 -9.681
H -22.835 2.291 -7.925
H -24.171 3.549 -7.828
H -23.370 4.713 -6.161
H -21.690 4.214 -6.344
H -22.514 1.124 -6.129
H -22.777 1.259 -4.447
H -21.300 1.912 -5.164
C -26.014 1.913 6.455
O -25.550 1.293 5.280
C -26.124 1.903 4.129
C -25.643 1.234 2.776
N -25.797 -0.266 2.782
C -25.214 -0.893 1.606
C -24.983 -2.420 1.706
O -23.765 -2.524 2.438
C -23.709 -3.713 3.153
H -25.823 2.986 6.452
H -25.578 1.529 7.378
H -27.095 1.821 6.563
H -25.723 2.913 4.045
H -27.212 1.965 4.108
H -24.593 1.506 2.666
H -26.259 1.742 2.034
H -25.304 -0.730 3.531
H -24.305 -0.394 1.269
H -25.806 -0.638 0.727
H -24.882 -2.836 0.703
H -25.812 -2.944 2.182
H -24.551 -3.769 3.843
H -22.738 -3.749 3.645
H -23.765 -4.591 2.509
C -20.809 -2.057 4.873
O -19.489 -2.282 4.354
C -19.440 -2.486 2.929
C -17.967 -2.939 2.597
N -17.680 -4.262 3.256
C -16.303 -4.687 3.001
C -16.178 -6.078 3.640
O -16.538 -6.101 5.031
C -16.588 -7.361 5.696
H -21.209 -3.037 5.134
H -21.542 -1.574 4.228
H -20.615 -1.451 5.758
H -19.794 -1.687 2.278
H -20.022 -3.344 2.593
H -17.235 -2.149 2.764
H -17.710 -3.215 1.574
H -17.931 -4.152 4.228
H -15.495 -4.116 3.459
H -16.137 -4.760 1.926
H -15.135 -6.393 3.611
H -16.899 -6.682 3.090
H -17.456 -7.954 5.406
H -16.534 -7.231 6.777
H -15.764 -7.991 5.360
C -13.717 4.426 -5.251
O -13.244 3.235 -4.593
C -14.070 2.087 -4.596
C -15.308 2.428 -3.713
N -16.103 1.218 -3.414
C -17.219 1.517 -2.518
C -17.866 0.171 -2.025
O -16.957 -0.658 -1.235
C -17.491 -1.915 -0.873
H -14.235 5.104 -4.572
H -14.308 4.195 -6.137
H -12.847 4.980 -5.603
H -13.494 1.282 -4.140
H -14.361 1.962 -5.639
H -15.961 3.155 -4.196
H -15.014 2.943 -2.798
H -15.493 0.538 -2.982
H -17.927 2.262 -2.882
H -16.883 1.953 -1.577
H -18.234 -0.345 -2.912
H -18.607 0.498 -1.295
H -16.694 -2.536 -0.463
H -17.875 -2.426 -1.757
H -18.305 -1.794 -0.158
C -24.507 3.783 -2.864
O -25.789 3.794 -2.283
C -26.021 2.620 -1.438
C -27.643 2.685 -1.215
N -28.392 2.406 -2.445
C -29.833 2.366 -2.180
C -30.635 2.407 -3.536
O -30.506 3.778 -3.946
C -30.995 4.079 -5.243
H -24.322 4.529 -3.637
H -24.293 2.822 -3.332
H -23.748 3.992 -2.111
H -25.411 2.710 -0.539
H -25.785 1.705 -1.982
H -27.846 3.713 -0.915
H -27.939 2.041 -0.388
H -28.175 3.124 -3.121
H -30.076 3.287 -1.651
H -30.022 1.525 -1.512
H -31.684 2.158 -3.380
H -30.214 1.740 -4.288
H -30.878 5.155 -5.371
H -32.077 3.974 -5.317
H -30.356 3.570 -5.965
C -28.036 -0.530 -4.278
O -27.470 -1.732 -4.710
C -26.564 -2.418 -3.878
C -25.363 -1.584 -3.353
N -24.620 -2.315 -2.368
C -23.783 -3.428 -2.878
C -22.969 -3.980 -1.685
O -22.127 -2.938 -1.177
C -21.185 -3.387 -0.252
H -27.224 0.159 -4.046
H -28.632 -0.780 -3.401
H -28.717 -0.096 -5.010
H -26.127 -3.211 -4.486
H -27.034 -2.886 -3.013
H -25.696 -0.733 -2.759
H -24.751 -1.198 -4.168
H -24.050 -1.668 -1.842
H -23.037 -3.043 -3.573
H -24.446 -4.150 -3.353
H -22.378 -4.832 -2.020
H -23.822 -4.235 -1.056
H -20.398 -2.642 -0.145
H -20.623 -4.262 -0.578
H -21.650 -3.628 0.704
C -21.816 0.332 1.730
C -21.698 1.411 0.705
C -22.814 1.430 -0.333
O -22.888 0.290 -1.211
C -21.683 -0.060 -1.826
N -21.656 2.718 1.378
H -21.767 -0.666 1.294
H -22.719 0.375 2.338
H -20.941 0.350 2.380
H -20.780 1.294 0.129
H -22.773 2.366 -0.890
H -23.783 1.457 0.166
H -21.176 0.857 -2.124
H -21.814 -0.639 -2.740
H -20.958 -0.554 -1.178
H -21.341 3.298 0.614
H -20.905 2.713 2.053
C -20.680 4.122 -2.950
C -19.706 4.329 -1.751
C -18.609 5.345 -2.023
O -17.790 5.022 -3.194
C -16.834 6.011 -3.576
N -20.661 4.765 -0.718
H -21.526 3.482 -2.700
H -20.150 3.648 -3.775
H -21.049 5.089 -3.294
H -19.270 3.348 -1.561
H -17.961 5.450 -1.153
H -19.131 6.285 -2.202
H -15.965 6.003 -2.918
H -17.103 7.067 -3.599
H -16.481 5.715 -4.564
H -21.025 5.678 -0.949
H -20.048 4.947 0.064
C -21.546 1.099 7.162
C -21.097 1.783 5.851
C -22.164 2.671 5.180
O -22.363 3.889 5.908
C -23.178 4.849 5.209
N -19.929 2.608 6.194
H -22.344 0.405 6.895
H -21.994 1.883 7.772
H -20.783 0.579 7.742
H -20.799 0.928 5.245
H -23.168 2.248 5.189
H -21.759 2.877 4.190
H -23.254 5.724 5.855
H -24.167 4.456 4.973
H -22.649 5.040 4.275
H -19.604 2.232 7.073
H -20.396 3.410 6.592
C -20.141 6.186 2.921
C -18.706 6.206 2.394
C -17.564 6.172 3.502
O -16.257 6.067 2.849
C -15.157 6.232 3.786
N -18.555 4.986 1.624
H -20.889 6.278 2.134
H -20.159 7.058 3.574
H -20.369 5.358 3.592
H -18.598 7.077 1.748
H -17.835 5.387 4.207
H -17.578 7.111 4.054
H -15.092 5.405 4.492
H -15.370 7.155 4.325
H -14.200 6.446 3.309
H -18.605 4.230 2.292
H -17.561 5.007 1.447
```

=====

Computed, not measured: an isolated molecule of C18H21F2N3O5S, with wB97M-V/def2-TZVPD.

Computed properties:
max |F|	1.0	eV/Å
Kohn-Sham gap	9.098	eV
E_HOMO	-8.6	eV

```
50
C18H21F2N3O5S (wB97M-V/def2-TZVPD)
C -3.119 -1.714 2.756
C -1.781 -2.220 2.246
H -1.892 -2.784 1.314
H -1.298 -2.868 2.984
O -0.931 -1.094 2.012
C 0.047 -1.241 1.114
O 0.219 -2.273 0.495
C 0.824 -0.028 0.907
C 0.421 1.288 1.073
N 1.439 2.090 0.658
C 2.497 1.333 0.234
C 2.145 0.014 0.369
S 3.179 -1.400 0.081
O 4.454 -0.946 -0.398
O 3.148 -2.240 1.237
N 2.476 -2.252 -1.170
H 1.654 -2.716 -0.802
C 2.301 -1.496 -2.386
C 1.135 -0.507 -2.338
O 1.260 0.684 -2.515
N -0.055 -1.127 -2.090
C -1.270 -0.545 -1.749
C -1.500 0.829 -1.730
C -2.728 1.333 -1.342
C -3.735 0.464 -0.968
C -3.556 -0.908 -0.989
C -2.326 -1.387 -1.387
F -2.133 -2.723 -1.428
H -4.348 -1.584 -0.711
F -4.925 0.957 -0.572
H -2.912 2.395 -1.332
H -0.702 1.489 -2.023
H -0.025 -2.129 -1.945
H 2.160 -2.187 -3.224
H 3.228 -0.937 -2.535
C 3.744 1.930 -0.299
H 3.536 2.474 -1.220
H 4.196 2.612 0.421
H 4.445 1.129 -0.511
C 1.379 3.525 0.617
H 2.386 3.933 0.599
H 0.851 3.862 -0.279
H 0.860 3.903 1.497
C -0.859 1.853 1.571
H -1.249 2.597 0.879
H -0.713 2.327 2.542
H -1.587 1.059 1.691
H -2.978 -1.144 3.670
H -3.771 -2.558 2.962
H -3.591 -1.073 2.016
```

=====

Among the records above, which one has the lowest max |F|?
C18H21F2N3O5S

=====

What is the Kohn-Sham gap in the first record?
8.861 eV

=====

Copy entry 1 word for word.
Computed, not measured: a structure of composition C4H2LiO5, with wB97M-V/def2-TZVPD.

Computed properties:
max |F|	4.8	eV/Å
Kohn-Sham gap	8.861	eV
charge	+1
E_HOMO	-14.1	eV

```
12
C4H2LiO5 (wB97M-V/def2-TZVPD)
C -0.992 1.054 3.353
O -0.323 1.762 3.963
O -1.695 0.448 2.650
O -1.839 -0.609 -0.782
C -0.824 -0.500 -1.421
O 0.337 -0.304 -0.787
Li -2.424 -0.400 1.010
H -0.773 -0.478 -2.520
O 1.620 0.512 -2.651
C 1.552 0.130 -1.518
C 2.318 -0.946 -1.038
H 3.044 -0.669 -0.257
```